# 1
ORCA calculation (ωB97M-V/def2-TZVPD) on one molecule with the formula C4H7NO2.

```
! wB97M-V def2-TZVPD RIJCOSX def2/J DEFGRID3
* xyz 0 1
O 0.0977 1.7405 0.7775
O -0.4994 -0.4818 -2.2759
N 1.7962 0.5547 1.6716
C -1.0838 -0.7381 -0.1762
C 0.6247 0.6559 0.9752
C 0.0007 -0.6476 0.6066
C -1.3210 0.2018 -1.3236
H 2.2283 1.4278 1.9328
H -0.9798 1.2228 -1.1381
H -2.3436 0.2141 -1.7116
H 2.3694 -0.2718 1.6305
H 0.3108 -0.6460 -1.7626
H 0.4065 -1.5456 1.0668
H -1.6066 -1.6867 -0.2728
*
```

Summary:
HOMO-LUMO gap, eV: 10.278
Highest occupied orbital energy, eV: -9.81
ΔE to the lowest compared entry with this formula, charge and spin, kcal per mole: 35.8
DFT total energy, eV: -9845.7280
M, g/mol: 101.10

These are the Löwdin partial charges, in e, on atoms 1 to 5: 0.042 -0.065 0.148 -0.049 -0.543

# 2
ORCA calculation (ωB97M-V/def2-TZVPD) on a 2-piece molecular cluster, C3H9BrNO overall at a distorted geometry.

```
! wB97M-V def2-TZVPD RIJCOSX def2/J DEFGRID3
* xyz 1 1
Br 2.5232 -0.2684 0.1376
O -2.0022 -0.8380 -0.7981
N -0.5004 -1.4662 0.8647
C -0.7832 -0.4316 -0.2696
C 2.0046 1.4706 -0.2305
C -0.7561 0.9672 0.2514
H -1.0384 -1.1168 1.6655
H 0.4344 -1.5565 1.0731
H -0.4024 1.3545 1.3092
H -2.0219 -0.8523 -1.7882
H -0.0377 -0.4450 -1.1191
H -0.7867 -2.3958 0.4281
H 2.3825 2.3089 0.2676
H -0.8908 1.8098 -0.4453
H 1.8751 1.4596 -1.3465
*
```

Summary:
HOMO-LUMO gap (spin up / spin down), eV: 9.110 / 8.174
Highest occupied orbital energy (spin up / spin down), eV: -13.22 / -12.67
ΔE to the lowest compared entry with this formula, charge and spin, kcal per mole: 85.1
DFT total energy, eV: -76825.8289
M, g/mol: 155.02

These are the Löwdin partial charges, in e, on atoms 1 to 5: 0.717 0.002 0.247 -0.475 -0.472

# 3
ORCA calculation (ωB97M-V/def2-TZVPD) on C35H65N3O23 as an isolated structure at a distorted geometry.

```
! wB97M-V def2-TZVPD RIJCOSX def2/J DEFGRID3
* xyz 0 1
O -0.2061 -3.8229 -3.1708
O 0.0171 -2.0125 -4.7537
O 0.6822 0.6433 0.5167
O -1.2294 6.9594 0.4877
O -0.3677 2.5122 1.2617
O -1.8949 1.4318 4.5610
O -1.1087 5.8041 2.4895
O -2.3829 -1.8608 1.8011
O -0.1678 -3.1263 4.1451
O -1.3036 1.1047 -0.3285
O 1.0162 0.8221 -3.8430
O 0.6383 -1.9126 5.8422
O -1.8581 4.7717 0.6519
O 2.2937 2.0398 3.3154
O 1.7208 2.1230 -2.2849
O 0.2416 -1.3837 -2.5818
O -1.6982 -0.9116 -3.6902
O 5.8327 1.2665 0.9374
O -0.5870 -5.2073 -1.4301
O 1.8203 -3.5634 4.9298
O -1.3702 -3.1670 -1.3516
O -3.0716 2.0099 -4.0819
O 2.6612 0.0943 -2.6840
N 3.8118 0.3710 0.2545
N 3.1012 3.0342 1.4549
N -3.7804 0.4593 -2.5634
C -0.5727 -1.4178 -3.6745
C 1.4918 -4.6519 4.0526
C -1.0904 -0.1659 -0.9221
C -1.3294 5.9732 1.1490
C -0.6395 1.5321 3.8433
C 1.8654 0.9754 -2.8586
C -3.6487 0.9455 -3.8161
C -4.4738 -0.7810 -2.3227
C -2.1008 3.8101 1.6916
C 0.2628 -4.0752 1.9065
C -0.2906 1.5382 0.5120
C 5.0134 0.9359 0.0667
C 0.4000 -0.3243 -0.5283
C -1.2621 1.6968 -4.1969
C 4.4437 3.1722 1.9155
C 2.8454 3.5231 0.0636
C 0.6318 2.8078 -2.8429
C 0.8179 -1.6915 -0.0135
C 2.1027 2.5041 2.1583
C -0.7103 -4.0838 -2.1146
C 2.3850 -1.6415 -5.2332
C -2.9316 -3.1708 0.3395
C -3.3884 1.3088 -1.4355
C 3.2226 0.1613 1.5894
C -1.4006 -1.2657 2.6619
C 0.1888 -4.2553 3.4472
C -1.4005 4.4130 2.9077
C -1.4665 -5.1874 -0.3081
C 2.9394 0.0561 -0.8585
C -2.3356 4.4540 4.1141
C 0.7406 -2.8043 5.0366
C 0.2905 2.0372 -4.0838
C 1.4147 -2.0536 -2.8929
C -1.5566 -3.6933 -0.0446
C 1.3439 -2.4386 -4.3593
H -0.4818 -5.0555 3.7604
H -0.1328 0.5701 3.7659
H 1.8848 3.1539 -0.2957
H -3.1443 -3.5753 1.3291
H -0.7285 -3.4377 0.6165
H -2.8396 0.6766 -0.7375
H 3.3869 -2.0549 -5.1173
H 2.7734 -1.0212 -0.8641
H -0.0992 2.2976 4.4003
H 1.0585 -0.0947 -1.3660
H -2.4383 -5.5506 -0.6424
H -1.5312 1.0183 -5.0064
H -2.9802 3.5871 4.2594
H 3.6634 0.6816 2.4397
H -1.9275 2.5414 -4.3756
H 5.1148 2.6653 1.2221
H 2.2651 0.6759 1.6701
H -3.2627 -1.9356 2.1778
H -1.2801 -0.2058 2.4376
H -1.7416 4.7564 4.9765
H 0.6281 -5.0195 1.5028
H 0.4631 -1.8465 1.0054
H -1.7102 -0.9959 -0.5827
H -4.7112 -1.3541 -3.2190
H 1.1455 2.4479 1.6171
H 0.5586 -2.4849 -0.7145
H 0.9411 3.8031 -3.1621
H 0.6260 2.5753 -4.9703
H 1.8966 -1.7596 0.1276
H -1.5702 1.3183 -3.2223
H 2.8735 4.6058 0.1866
H 4.6272 2.6587 2.8593
H 0.9222 -3.2767 1.5664
H 4.7086 4.2238 2.0251
H -4.2773 1.8149 -1.0589
H -0.4961 3.8724 3.1867
H -3.0632 -2.0888 0.3404
H -1.2361 -0.2032 -2.0017
H 3.6517 3.0916 -0.5296
H -0.4177 -1.7349 2.6194
H -5.4006 -0.5290 -1.8073
H 2.0967 -1.7413 -6.2797
H 3.3988 0.2158 -1.8340
H 1.5208 -3.5142 -4.3617
H -1.6670 -1.3893 3.7116
H -2.5899 1.9892 -1.7314
H 1.5810 -5.6374 4.5097
H -0.7587 1.8038 2.7944
H 2.0156 0.6284 -0.7742
H -1.0173 -5.7503 0.5101
H -0.7188 -3.8112 1.5129
H -3.1691 3.6924 1.8733
H 1.3310 -2.9962 -2.3519
H -1.8709 2.7671 1.4740
H -3.9976 0.1845 -4.5312
H 2.3246 -0.5909 -4.9494
H -3.6842 -3.6372 -0.2962
H -3.9498 -1.4409 -1.6314
H 3.1444 -0.9131 1.7557
H 5.1857 1.1069 -1.0072
H -3.0988 5.2126 3.9402
H -0.2197 2.9311 -2.1736
H -2.6203 1.5372 3.9411
H 2.1865 -4.6537 3.2127
H 2.2450 -1.4270 -2.5670
*
```

Summary:
HOMO-LUMO gap, eV: 7.675
Highest occupied orbital energy, eV: -7.94
ΔE to the lowest compared entry with this formula, charge and spin, kcal per mole: 582.7
DFT total energy, eV: -88888.2980
M, g/mol: 895.90

These are the Löwdin partial charges, in e, on atoms 1 to 5: 0.128 0.100 0.068 0.156 -0.027

Which value of DFT total energy does entry 3 give? -88888.2980 eV

Which formula does entry 3 have? C35H65N3O23

Look up the DFT total energy of the first one. -9845.7280 eV